Arrangement a

A cluster of 2 separate species, C10H9ClO in total. Source: OMol25; level of theory: ωB97M-V/def2-TZVPD.

```
21
C10H9ClO, DFT ωB97M-V/def2-TZVPD
Cl 0.7122 0.8419 3.8230
O -2.6008 1.1702 2.3248
C -1.4866 2.0441 -1.5780
C 0.7159 -2.1532 -0.1128
C -1.5070 0.7554 2.4259
C -0.2662 -0.1727 -1.0615
C 2.1301 -0.3149 -0.4721
C -0.2461 0.3539 2.4918
C -0.3822 -1.3760 -0.4512
C -1.4511 0.7122 -1.3161
C 1.9448 -1.6172 -0.0942
C 1.0467 0.4271 -0.8499
H -2.3637 0.1523 -1.4527
H -0.6849 2.7094 -1.4271
H 0.3425 -0.2234 1.7302
H 2.8270 -2.2128 0.0051
H 0.6107 -3.2079 0.0359
H 1.2013 1.4690 -1.1405
H -1.2785 -1.8533 -0.5094
H 3.1593 0.1598 -0.3754
H -2.4234 2.3361 -1.9961
```

Output
Gap between HOMO and LUMO in eV: 9.0
Multiplicity: 1
Charge: 0
HOMO level in Eh: -0.3220
SMILES: C=Cc1ccccc1.O=C=CCl

Arrangement b

An isolated molecule of C10H9ClO. Source: OMol25; level of theory: ωB97M-V/def2-TZVPD.

```
21
C10H9ClO, DFT ωB97M-V/def2-TZVPD
Cl 2.4626 -1.4563 -1.2253
O 2.6341 -0.7294 1.2598
C 2.2128 -0.2781 0.0493
C 1.0434 1.8539 -0.4077
C -1.6602 -1.9097 0.8589
C 3.3320 0.3626 0.6370
C -1.3784 0.1877 -0.9639
C -0.3168 -0.2130 -0.1400
C -0.4471 -1.2541 0.8346
C 0.8667 0.6133 -0.1912
C -2.5645 -0.6281 -0.9008
C -2.6670 -1.6544 -0.0093
H 0.1964 2.6775 -0.4287
H -3.3381 -0.3317 -1.6693
H 2.0492 2.1583 -0.4652
H -1.5829 -2.6793 1.7142
H 0.3190 -1.4559 1.6629
H -1.3130 0.8384 -1.7545
H -3.4820 -2.2618 -0.1097
H 4.3449 0.0686 0.2636
H 3.3065 1.3409 1.0854
```

Output
Gap between HOMO and LUMO in eV: 9.8
Multiplicity: 1
Charge: 0
HOMO level in Eh: -0.3326
SMILES: C=C(c1ccccc1)[C@@]1(Cl)CO1

arrangement a ends up most stable, edging out the next structure by 0.0082 hartree.

Arrangement a

A structure of composition C4H6NO2. Source: OMol25; level of theory: ωB97M-V/def2-TZVPD.

```
13
C4H6NO2, DFT ωB97M-V/def2-TZVPD
O -2.9409 0.6736 0.9848
O -2.8497 0.5274 -1.2312
N -0.9070 -0.5561 0.0022
C 0.2674 -0.0236 0.2392
C 0.6170 1.3391 0.0598
C -1.2757 -1.7873 0.0780
C -2.6034 0.4576 -0.1163
H 1.6716 1.2768 -0.2473
H 1.1383 -0.6830 0.4207
H -0.5887 -2.6827 0.2789
H 0.5337 1.8241 1.0267
H -2.1342 -1.9858 -0.5479
H 0.0481 1.8897 -0.6968
```

Output
Gap between HOMO and LUMO in eV: 5.7
Multiplicity: 1
Charge: -1
HOMO level in Eh: -0.0529

Arrangement b

A structure of composition C4H6NO2. Source: OMol25; level of theory: ωB97M-V/def2-TZVPD.

```
13
C4H6NO2, DFT ωB97M-V/def2-TZVPD
O 3.5185 0.9022 -0.3877
O 3.7485 -1.2307 0.3023
N 1.3969 -0.4165 0.3306
C 0.6533 0.6117 -0.3069
C 0.7259 0.5273 1.2298
C 3.3214 -0.1594 0.0757
C -0.4296 0.3630 -1.2204
H -1.4400 0.7570 -0.8350
H -0.0939 0.6352 -2.2410
H -0.7546 -0.7343 -1.1495
H -0.1421 0.1770 1.8307
H 1.2364 1.4737 -0.7707
H 1.3987 1.3070 1.6755
```

Output
Gap between HOMO and LUMO in eV: 7.4
Multiplicity: 1
Charge: -1
HOMO level in Eh: -0.1155

arrangement b ends up most stable, edging out the next structure by 0.0145 hartree.

Arrangement a

A cluster of 3 separate species, C5H14O2 in total. Source: OMol25; level of theory: ωB97M-V/def2-TZVPD.

```
21
C5H14O2, DFT ωB97M-V/def2-TZVPD
O -1.2219 -2.4459 -3.7006
O 4.4755 0.9461 1.2094
C -1.0431 0.3441 0.4830
C -2.4983 0.2503 0.7059
C -0.1113 -0.5502 1.0278
C -0.6782 1.4840 -0.3913
C 1.2905 -0.6144 0.6642
H -0.4589 2.3357 0.2585
H -1.8357 -2.6524 -4.4121
H -2.7132 -0.4645 1.5037
H -2.9246 1.2054 1.0083
H -1.4880 1.6869 -1.0840
H -0.3805 -1.2067 1.8482
H -3.0040 -0.1290 -0.1815
H 3.8276 0.5845 1.8277
H 1.8771 0.1688 1.1440
H 1.4238 -0.5838 -0.4165
H 1.7106 -1.5249 1.0872
H 0.1907 1.3501 -1.0410
H -1.4887 -1.5741 -3.3906
H 5.0506 1.3899 1.8497
```

Output
Gap between HOMO and LUMO (spin up / spin down) in eV: 9.7 / 6.2
⟨S²⟩: 0.752
Multiplicity: 2
Charge: +1
HOMO level (spin up / spin down) in Eh: -0.5239 / -0.5239

Arrangement b

A cluster of 3 separate species, C5H14O2 in total. Source: OMol25; level of theory: ωB97M-V/def2-TZVPD.

```
21
C5H14O2, DFT ωB97M-V/def2-TZVPD
O 3.3695 -0.0160 0.7044
O 1.6509 0.4742 -1.7061
C -1.3309 1.7979 0.4026
C -1.6154 -0.7162 -1.3320
C 0.0697 -1.6248 0.2747
C -1.3069 0.3453 0.9195
C -0.8987 -0.6129 -0.1161
H -0.3195 2.1726 0.2836
H 0.1728 -2.4619 -0.4122
H 3.7318 0.8585 0.5157
H -0.3340 -2.0440 1.2193
H -2.4751 -0.0875 -1.4819
H 1.0583 -0.1008 -2.1984
H -1.2770 -1.3726 -2.1134
H 1.7957 0.0560 -0.8482
H -2.3117 0.0850 1.2900
H -1.8060 1.8531 -0.5701
H -1.8149 2.4380 1.1345
H -0.6520 0.2204 1.7742
H 3.2522 -0.0345 1.6725
H 1.0411 -1.2299 0.5874
```

Output
Gap between HOMO and LUMO (spin up / spin down) in eV: 10.3 / 6.7
⟨S²⟩: 0.753
Multiplicity: 2
Charge: +1
HOMO level (spin up / spin down) in Eh: -0.5561 / -0.5540

arrangement a ends up most stable, edging out the next structure by 0.0060 hartree.

Arrangement a

An isolated molecule of C21H24N2O6S. Source: OMol25; level of theory: ωB97M-V/def2-TZVPD.

```
54
C21H24N2O6S, DFT ωB97M-V/def2-TZVPD
S -0.6056 0.8954 0.5464
O -0.2382 -2.0099 -1.5267
O 1.9521 -1.6088 -1.2042
O -7.2842 0.5366 0.3546
O 0.1756 -0.3136 0.6444
O -0.3817 1.8836 1.5579
O 4.1625 -2.9692 0.8749
N 2.5490 -1.5249 1.5391
N -0.3798 1.6659 -0.9129
C 2.1478 -2.8018 -0.4446
C 4.2143 0.5976 0.0851
C 3.1542 0.6842 2.3934
C -3.2586 1.4585 0.7671
C -4.0718 -1.0968 0.0136
C 0.7364 -1.3105 -1.6390
C 0.7663 0.0022 -2.4020
C -6.4958 -0.3742 0.2582
C -4.6040 1.1552 0.6902
C -5.0233 -0.1239 0.3160
C -2.3345 0.4763 0.4641
C -6.9391 -1.8024 0.0824
C 3.6359 2.2156 -1.5947
C 3.0747 -2.4508 0.7290
C -2.7218 -0.7954 0.0872
C 2.7823 2.8328 -0.6936
C 2.6365 2.3231 0.5855
C 3.3235 -0.8304 2.5413
C 4.3506 1.0985 -1.1986
C -0.4601 0.8778 -2.1204
C 3.3474 1.1972 0.9901
H 4.3652 -1.1405 2.4238
H -8.0221 -1.8531 0.1595
H 3.7467 2.6083 -2.5955
H -2.9058 2.4324 1.0652
H -5.3578 1.8941 0.9179
H -6.6374 -2.1640 -0.8985
H 1.6896 0.5301 -2.1602
H -4.3696 -2.0879 -0.2883
H 2.2393 3.7221 -0.9868
H -6.4880 -2.4366 0.8415
H 0.4391 2.2589 -0.8677
H 2.1470 0.9613 2.7151
H 0.7772 -0.2562 -3.4637
H -0.6130 1.5736 -2.9503
H 5.0214 0.6130 -1.8919
H 4.7912 -0.2679 0.3698
H -1.9683 -1.5301 -0.1514
H -1.3447 0.2419 -2.0322
H 1.1808 -3.1740 -0.0925
H 2.6312 -3.5497 -1.0794
H 3.8646 1.1807 3.0613
H 1.6532 -1.1108 1.2999
H 1.9584 2.7981 1.2792
H 2.9911 -1.1316 3.5416
```

Output
Gap between HOMO and LUMO in eV: 8.8
Multiplicity: 1
Charge: 0
HOMO level in Eh: -0.3410
SMILES: CC(=O)c1ccc(S(=O)(=O)NCCC(=O)OCC(=O)NCCc2ccccc2)cc1

Arrangement b

An isolated molecule of C21H24N2O6S. Source: OMol25; level of theory: ωB97M-V/def2-TZVPD.

```
54
C21H24N2O6S, DFT ωB97M-V/def2-TZVPD
S 1.2471 0.2587 -0.2221
O 0.9571 0.0088 4.1224
O -1.9635 -0.6397 2.8957
O -2.1639 0.1466 -5.6021
O 1.5767 1.1836 0.8294
O 1.7332 0.5649 -1.5319
O -1.2547 2.5421 -4.3422
N -0.7948 1.1889 2.2467
N -0.4417 0.1567 -0.3080
C 0.6887 1.3916 4.1931
C -1.3006 1.3461 -3.6792
C 1.7805 -1.3863 0.2368
C 1.9497 -2.3077 -0.7794
C -0.8737 1.3089 -2.3599
C -0.9286 0.1287 -1.6348
C -0.6865 1.7339 3.5784
C 0.1472 0.4414 6.3205
C -1.4293 -1.0249 -2.2307
C -1.7756 0.1782 -4.2865
C 2.3489 -3.0151 1.8770
C -1.8500 -0.9934 -3.5456
C -1.9928 2.5480 -5.5443
C 2.5268 -3.9502 0.8694
C -1.7236 1.2688 -6.3347
C -1.1255 -0.6579 0.6730
C 0.3113 -0.6229 5.2169
C 0.7256 1.7158 5.6907
C 2.3294 -3.6002 -0.4582
C -1.3130 -0.0351 2.0634
C 1.9701 -1.7183 1.5649
H 1.8177 -0.9755 2.3330
H 1.4715 1.8865 3.6105
H -3.0672 2.6157 -5.3238
H -2.1327 -0.8671 0.3013
H -2.2735 1.2589 -7.2768
H 1.7923 -1.9927 -1.7992
H 2.4693 -4.3317 -1.2395
H -0.8085 2.8183 3.5368
H 2.5004 -3.2923 2.9087
H 0.6822 0.1637 7.2264
H -2.2279 -1.8797 -4.0296
H -1.6757 3.4326 -6.0984
H -1.4867 1.2922 4.1758
H 1.7573 1.8663 6.0076
H -0.0869 1.5001 1.5900
H -0.6586 -1.0176 4.8926
H 2.8209 -4.9589 1.1186
H -0.6282 -1.6253 0.8329
H -0.4862 2.2063 -1.9087
H -1.4755 -1.9516 -1.6799
H 0.9479 -1.4561 5.5239
H -0.9043 0.5708 6.5716
H 0.1491 2.6056 5.9325
H -0.6461 1.1879 -6.5326
```

Output
Gap between HOMO and LUMO in eV: 8.9
Multiplicity: 1
Charge: 0
HOMO level in Eh: -0.3054
SMILES: O=C(CN(c1ccc2c(c1)OCCO2)S(=O)(=O)c1ccccc1)NC[C@H]1CCCO1

arrangement a ends up most stable, edging out the next structure by 0.0566 hartree.

Arrangement a

A structure of composition C5H9AgO3. Source: OMol25; level of theory: ωB97M-V/def2-TZVPD.

```
18
C5H9AgO3, DFT ωB97M-V/def2-TZVPD
Ag 2.3724 1.7200 0.3332
O 0.4632 1.2713 0.0569
O 0.8910 -0.8043 -0.6939
O -1.1517 -0.1900 -0.4202
C 2.2817 -0.5627 -0.7127
C -3.5070 0.0786 -0.1104
C -2.1697 0.7591 0.0026
C 3.0361 -0.9246 0.3944
C 0.0800 0.1710 -0.3649
H -2.0907 1.6357 -0.6517
H -3.7121 -0.2212 -1.1457
H 4.0634 -1.1866 1.8867
H 4.0985 -0.9756 0.1319
H -4.2833 0.7869 0.2061
H 2.4367 -1.2817 1.2419
H 2.6882 -0.5297 -1.7261
H -1.9422 1.0576 1.0324
H -3.5544 -0.8038 0.5399
```

Output
Gap between HOMO and LUMO (spin up / spin down) in eV: 8.3 / 9.8
⟨S²⟩: 0.751
Multiplicity: 2
Charge: +1
HOMO level (spin up / spin down) in Eh: -0.4821 / -0.5349

Arrangement b

A structure of composition C5H9AgO3. Source: OMol25; level of theory: ωB97M-V/def2-TZVPD.

```
18
C5H9AgO3, DFT ωB97M-V/def2-TZVPD
Ag 0.0319 0.6956 -0.2349
O 1.1041 -0.2186 -2.2621
O -1.2587 2.0569 0.4365
O 1.7107 -1.3701 -0.4751
C 0.7313 -0.9482 -1.3406
C 1.0609 -3.7991 -0.3542
C -2.4622 4.0298 0.9867
C 1.9331 -2.6550 0.1105
C -1.3921 3.2736 0.3224
H 1.2267 -4.0107 -1.4189
H -2.9509 4.6633 0.2296
H 1.3182 -4.7051 0.2120
H 1.8230 -2.4953 1.1898
H 2.9887 -2.8671 -0.1021
H -0.6912 3.8326 -0.3242
H -3.1829 3.3750 1.4850
H -1.9921 4.7252 1.7005
H 0.0017 -3.5829 -0.1608
```

Output
Gap between HOMO and LUMO (spin up / spin down) in eV: 9.8 / 8.5
⟨S²⟩: 0.755
Multiplicity: 2
Charge: +1
HOMO level (spin up / spin down) in Eh: -0.5126 / -0.5395

arrangement b ends up most stable, edging out the next structure by 0.0611 hartree.